Formula: C24H16AuN5O8S2
Source: the Open Molecules 2025 dataset
Level of theory: ωB97M-V with the def2-TZVPD basis set

Geometry as XYZ:
```
56
C24H16AuN5O8S2, DFT ωB97M-V with the def2-TZVPD basis set
Au 0.5835 0.1294 0.5654
O 3.1566 0.5408 1.3089
C 3.6523 1.4950 0.7738
C 3.0366 2.8281 0.6882
C 3.8657 3.8760 0.3455
C 3.4071 5.1787 0.3100
C 2.0587 5.4584 0.6158
C 1.2049 4.4447 0.9211
C 1.6319 3.0622 0.9694
O 0.7754 2.1828 1.2489
N 4.3141 6.2483 -0.0258
O 5.4794 5.9789 -0.3009
O 3.8891 7.3980 -0.0252
H 4.6527 1.4093 0.2900
H 4.9092 3.6824 0.1222
H 1.7235 6.4859 0.5950
H 0.1627 4.6312 1.1534
N -0.3898 0.5124 -4.0979
C -1.1918 0.7525 -2.9562
C -0.8901 1.7994 -2.0947
C -1.6669 2.0212 -0.9669
C -2.7523 1.2040 -0.7026
C -3.0793 0.1711 -1.5764
C -2.3036 -0.0470 -2.6989
S -3.7415 1.4971 0.7319
O -3.0086 2.4593 1.5242
O -5.0396 1.8981 0.2295
N -3.9396 0.0982 1.4254
C -2.9850 -0.7037 1.9327
S -3.6506 -2.2207 2.6124
C -2.0625 -2.7443 3.0360
C -1.1803 -1.7940 2.6662
N -1.6658 -0.6632 2.0377
H 0.5558 0.8376 -3.9747
H -0.3854 -0.4601 -4.3625
H -0.0195 2.4207 -2.2859
H -1.4270 2.8077 -0.2640
H -3.9199 -0.4748 -1.3463
H -2.5270 -0.8785 -3.3611
H -1.8656 -3.6903 3.5180
H -0.1086 -1.8687 2.8225
O 2.6329 -2.6824 0.5075
C 1.4710 -2.8189 0.1836
N 0.5692 -1.8441 -0.2130
C -0.6154 -2.4606 -0.6087
O -1.5896 -1.9433 -1.1059
C -0.4904 -3.9445 -0.3602
C -1.3900 -4.9729 -0.5436
C -0.9679 -6.2610 -0.2125
C 0.3209 -6.4871 0.2758
C 1.2174 -5.4300 0.4430
C 0.7771 -4.1647 0.1171
H -2.3897 -4.7738 -0.9146
H -1.6486 -7.0978 -0.3288
H 0.6242 -7.4958 0.5310
H 2.2199 -5.5870 0.8252
```

The charge is -2. As for the HOMO energy: -0.0809 hartree. Its multiplicity is 1. For the energy, the calculation gives -2731.9843 Eh. For the energy above the lowest of the compared OMol25 structures with the same formula, charge and spin, the calculation gives 1.281 eV.